A single C15H22O3 molecule in a non-equilibrium geometry, computed with ωB97M-V with the def2-TZVPD basis set.

Structure (XYZ):
```
40
C15H22O3 | the OMol25 dataset | ωB97M-V with the def2-TZVPD basis set
C -0.18685 1.46847 -0.60948
C 0.13773 -0.02848 -0.55046
C -1.09505 -0.86457 -1.01192
C -1.51865 -0.48291 -2.43485
C -2.48169 0.31829 -2.75039
C -3.27856 1.00399 -1.73101
O -4.35207 1.45301 -2.00987
C -2.72430 0.45723 -4.26912
O -1.83651 -0.58035 -4.80087
C -0.87881 -0.83208 -3.72749
O -0.75365 -2.21131 -3.71720
C 0.61708 -0.41744 0.85440
C -0.05566 -1.01892 1.83324
C 0.60859 -0.73358 3.21870
C 1.98791 -0.01322 2.94542
C 2.15980 1.25857 3.69560
C 3.13071 -0.95897 3.26728
C 1.87336 0.19125 1.51336
H 0.78931 1.97188 -0.89444
H -0.94126 1.90255 -1.32491
H -0.47347 1.80365 0.33040
H 1.01363 -0.21495 -1.25363
H -0.93929 -1.99688 -1.02434
H -1.93749 -0.70181 -0.22735
H -2.65594 1.31474 -0.86171
H -2.38739 1.39213 -4.66898
H -3.84119 0.29974 -4.49108
H 0.04842 -0.24430 -3.95148
H -0.96010 -2.59286 -4.65183
H -0.97094 -1.57351 1.69137
H 0.02036 -0.06101 3.83667
H 0.77504 -1.65484 3.76494
H 2.39505 1.03890 4.75509
H 1.14484 1.79380 3.69691
H 2.94191 1.83609 3.25769
H 3.02935 -1.19610 4.39004
H 4.12003 -0.45390 3.07175
H 2.99334 -1.86467 2.68322
H 2.77683 -0.03513 0.94327
H 1.70556 1.22749 1.21311
```

Its structure (SMILES) is C[C@H](CC1=C(C=O)CO[C@@H]1O)C1=CCC(C)(C)C1. The highest occupied orbital energy is -9.048 eV. The calculation puts the energy relative to the best compared isomer or geometry (same formula, charge and spin) at 434.3 kJ/mol. The calculation puts the HOMO-LUMO gap at 9.38 eV.

A single C15H22O9 molecule, computed with ωB97M-V with the def2-TZVPD basis set.

Structure (XYZ):
```
46
C15H22O9 | the OMol25 dataset | ωB97M-V with the def2-TZVPD basis set
O 2.37725 2.74920 -1.27784
C 3.31707 2.49195 -0.25954
C 3.44833 1.04361 0.10605
C 4.57000 0.33394 0.09556
C 4.36735 -1.06612 0.61035
O 4.89265 -1.24153 1.90503
C 2.82100 -1.23097 0.54581
C 2.45622 -1.90234 -0.74300
C 1.75916 -1.30610 -1.69685
O 1.19291 -0.06310 -1.58630
C 1.01287 0.35769 -0.26067
O 0.02197 -0.43110 0.37649
C -1.25378 -0.30791 -0.16823
O -1.82583 0.89726 0.26372
C -3.12821 1.11523 -0.25466
C -3.60786 2.44551 0.34069
O -3.54458 2.43095 1.73884
C -4.08865 -0.02209 0.12101
O -5.29136 0.19208 -0.56849
C -3.48883 -1.38479 -0.25035
O -4.34195 -2.38574 0.24710
C -2.07583 -1.50648 0.31907
O -1.51764 -2.72060 -0.11706
C 2.27897 0.21358 0.58512
H 2.55036 2.16446 -2.02416
H 4.30714 2.87520 -0.54664
H 2.96347 3.06139 0.60698
H 5.54830 0.69655 -0.16550
H 4.87905 -1.81747 0.00261
H 4.54860 -0.54719 2.47801
H 2.47704 -1.82786 1.39431
H 2.84110 -2.89579 -0.90236
H 1.54896 -1.74822 -2.65909
H 0.68112 1.40045 -0.32400
H -1.20499 -0.32348 -1.27469
H -3.09189 1.18761 -1.35241
H -2.99049 3.25716 -0.06796
H -4.65129 2.60214 0.06469
H -2.65778 2.13203 1.97737
H -4.25725 -0.00274 1.20875
H -5.85453 -0.57358 -0.39736
H -3.42415 -1.45952 -1.34932
H -3.87946 -3.22785 0.15767
H -2.11407 -1.46937 1.41852
H -0.57311 -2.69553 0.08041
H 2.00264 0.50949 1.60229
```

Its structure (SMILES) is OCC1=C[C@@H](O)[C@@H]2C=CO[C@@H](O[C@@H]3O[C@H](CO)[C@@H](O)[C@H](O)[C@H]3O)[C@H]12. The highest occupied orbital energy is -9.270 eV. The calculation puts the energy relative to the best compared isomer or geometry (same formula, charge and spin) at 38.1 kJ/mol. The calculation puts the HOMO-LUMO gap at 9.74 eV.

A molecular structure, C15H23AlBr3CaClF10IN4NaO12P in a non-equilibrium geometry, computed with ωB97M-V with the def2-TZVPD basis set.

Structure (XYZ):
```
73
C15H23AlBr3CaClF10IN4NaO12P | the OMol25 dataset | ωB97M-V with the def2-TZVPD basis set
N 6.18255 1.52425 -0.73340
C 6.07133 1.49753 -2.24136
C 4.68547 0.74845 -2.79322
C 3.33827 1.50185 -2.15849
C 1.93360 0.70377 -2.51305
C 0.71134 1.72530 -3.00067
F 0.95202 2.14138 -4.43075
F 0.64091 2.97950 -2.21542
C -0.68911 0.84473 -3.00264
F -1.49586 1.38800 -4.15888
F -0.43801 -0.59928 -3.36952
C -1.51973 0.90088 -1.58731
F -2.06038 2.27656 -1.27722
F -0.73935 0.49932 -0.39047
C -2.85935 -0.09964 -1.60304
F -2.45943 -1.54518 -1.45032
F -3.59527 0.23509 -0.33314
F -3.76007 0.14723 -2.75252
P 4.82443 -1.06207 -2.19879
O 3.95943 -2.03255 -3.39382
I 3.67148 -1.46743 -0.06655
H 5.36823 1.08336 -0.25278
H 6.20136 2.51653 -0.35332
H 6.99732 0.85940 -2.63208
H 6.14623 2.61301 -2.61049
H 3.27042 2.53535 -2.75210
H 3.45748 1.78788 -1.03018
H 1.55398 0.23370 -1.49682
H 2.08311 -0.14799 -3.33596
H 4.61038 -2.69720 -3.78513
Al -1.56007 -3.05844 -0.19215
C 6.81127 0.83344 2.65649
O 5.82422 0.88735 1.77482
H 6.83028 1.60777 3.44215
H 6.89292 -0.08066 3.26882
H 7.84094 0.91151 2.26795
N -4.26005 1.96516 2.34038
O -3.90790 3.14983 2.21487
O -5.45431 1.65409 2.19942
O -3.41803 1.09178 2.60685
C -5.93469 -1.82371 -4.53050
Br -6.50698 -1.11086 -6.24761
Br -7.32038 -2.90596 -3.69806
Br -4.25080 -2.78733 -4.67178
H -5.75869 -0.96724 -3.87132
C 1.99517 -0.40115 3.43149
O 1.79566 -1.54069 3.04143
N 3.18235 0.21669 3.29594
N 1.04551 0.33888 4.03183
H 3.36579 1.15437 3.61081
H 3.92487 -0.30537 2.84910
H 0.13689 -0.08883 4.15355
H 1.19075 1.27873 4.35979
Na -0.02038 -1.64484 2.08542
F 2.37962 2.23850 -6.24236
Ca -1.52038 4.04940 -2.16781
O 3.76805 -3.55182 -5.60646
Cl 2.37973 -3.93804 -5.44640
O 2.08964 -5.06752 -6.30826
O 1.52355 -2.82413 -5.80505
O 2.13715 -4.30896 -4.06574
O -4.48111 0.68381 7.52944
C -5.19116 0.23972 6.64243
O -5.41300 0.86414 5.44866
C -6.37434 0.11953 4.70223
C -6.32250 -1.27585 5.26715
C -5.97854 -1.03344 6.71502
H -7.35647 0.58541 4.83467
H -6.11272 0.13975 3.64027
H -7.25276 -1.83241 5.12564
H -5.51393 -1.84058 4.78726
H -6.87199 -0.86696 7.32318
H -5.37599 -1.84681 7.12583
```

The highest occupied orbital energy is -9.802 eV. The calculation puts the HOMO-LUMO gap at 2.53 eV. As for the total charge: +1.

> Among the records above, which one has the lowest HOMO-LUMO gap?

C15H23AlBr3CaClF10IN4NaO12P

> Look up the HOMO-LUMO gap of the second one.

9.74 eV

> Look up the highest occupied orbital energy of the first one.

-9.048 eV

> Among the records above, which one has the lowest HOMO-LUMO gap?

C15H23AlBr3CaClF10IN4NaO12P